Entry 1:
23
Properties=species:S:1:pos:R:3:forces:R:3 method="wB97M-V/def2-TZVPD" e_above_lowest_ev=3.8402 homo_lumo_gap_ev=8.36 homo_ev=-7.93
C 2.47342 -0.31784 -0.87334 0.02 -0.02 -0.04
C 1.63083 -0.03335 0.36502 0.03 0.03 0.04
C 0.30913 -0.82825 0.43248 -0.06 0.12 -0.09
C -0.34325 -0.68875 1.81642 -0.07 0.01 0.04
C -0.49288 -0.72723 -0.81132 -0.11 -0.21 0.26
C -1.09382 2.31093 -0.59065 -0.01 0.01 0.03
C -1.93347 -1.06831 -0.70094 0.03 0.10 0.03
H 2.77173 -1.37326 -0.90958 -0.05 0.14 0.00
H 3.38690 0.28664 -0.87197 -0.14 -0.08 0.01
H 1.90457 -0.10380 -1.78147 0.11 -0.03 0.12
H 2.21279 -0.25053 1.27056 -0.09 0.02 -0.12
H 1.38609 1.03707 0.41143 0.01 -0.16 -0.01
H 0.58288 -1.90054 0.27804 -0.03 0.06 -0.05
H 0.37015 -0.95861 2.60240 -0.09 0.04 -0.12
H -0.64618 0.35068 1.99309 0.04 -0.15 -0.04
H -1.22551 -1.32348 1.93802 0.15 0.08 -0.02
H -0.62950 1.48019 -1.13686 -0.06 0.17 0.06
H -1.89136 2.74081 -1.20140 0.11 -0.06 0.08
H -1.51661 1.95307 0.35329 0.07 0.05 -0.16
H -0.33992 3.07420 -0.38316 -0.11 -0.10 -0.03
H -2.51215 -0.55151 -1.47426 0.09 -0.11 0.08
H -1.96425 -2.13164 -0.99717 0.05 0.10 0.01
H -2.43959 -0.97651 0.27139 0.11 0.00 -0.11

***

Entry 2:
36
Properties=species:S:1:pos:R:3:forces:R:3 method="wB97M-V/def2-TZVPD" e_above_lowest_ev=5.5884 smiles="CC[C@H](F)B1OB(N)OB(COC(C)=O)O1.C[N+](=O)[O-]" homo_lumo_gap_ev=10.78 homo_ev=-10.88
C -2.20904 4.13035 -0.52510 0.62 -0.68 -0.23
C -1.51008 2.69457 -0.89844 0.10 0.11 -1.27
C -0.58997 2.84685 -2.27471 0.00 0.62 1.60
F -1.34852 3.35369 -3.44142 1.25 -1.10 2.30
B 0.16242 1.40280 -2.50360 1.40 -1.67 -1.95
O 1.58194 1.40051 -3.00693 -1.72 -0.73 4.20
B 2.33393 0.87341 -1.81380 -0.18 -0.12 -1.36
N 3.26337 1.82658 -1.08508 -3.54 -0.18 0.10
O 2.04550 -0.52937 -1.44319 -3.00 2.95 -0.12
B 0.57179 -0.76254 -1.42861 0.52 0.22 -0.88
C 0.07860 -2.05770 -0.48340 -0.75 -0.67 -1.92
O 0.37230 -1.84796 0.95022 -1.76 3.03 0.34
C -0.38699 -0.67705 1.45788 -5.48 1.24 0.18
C 0.46065 0.65288 2.00377 0.30 -1.35 0.28
O -1.72692 -0.58863 1.50287 8.60 -1.27 -0.62
O -0.40770 0.06241 -2.21665 3.63 1.31 2.06
H -2.02307 4.84802 -1.45142 -0.57 -1.36 2.19
H -1.66611 4.53341 0.45667 -1.51 -0.62 -2.23
H -3.35389 3.94121 -0.37352 2.27 0.70 -0.12
H -2.26759 1.81917 -1.09496 1.37 1.81 0.54
H -0.77811 2.35277 -0.05114 -1.29 0.55 -1.57
H 0.24636 3.65280 -2.00694 -1.81 -1.53 -0.93
H 2.92611 1.80974 -0.07620 1.19 -0.17 -1.34
H 2.96003 2.79264 -1.41305 0.84 -1.53 0.33
H 0.69746 -2.98339 -0.91190 -1.23 1.84 1.51
H -1.05922 -2.30710 -0.61158 2.16 0.52 0.25
H 1.26305 0.99063 1.19492 -1.78 -0.80 1.79
H 1.02060 0.30351 2.98723 -0.95 0.73 -2.16
H -0.27868 1.50811 2.31302 1.34 -1.89 -0.93
C -0.50590 -4.75412 2.57982 -0.13 0.12 0.31
N 0.52387 -5.65376 1.99332 0.79 -0.68 -0.26
O 1.25718 -6.26359 2.78033 -0.93 0.77 -1.34
O 0.56705 -5.72223 0.75944 0.07 0.01 1.73
H -0.42936 -4.79215 3.66856 0.07 -0.10 -0.30
H -0.30805 -3.74440 2.21435 -0.10 -0.21 -0.09
H -1.48303 -5.11209 2.24922 0.21 0.13 -0.07

***

Entry 3:
47
Properties=species:S:1:pos:R:3:forces:R:3 method="wB97M-V/def2-TZVPD" homo_lumo_gap_ev=1.47 homo_ev=-6.18
O 3.38211 -0.17252 -3.15646 -3.48 -3.01 1.37
P 2.18047 -1.13147 -2.78850 4.04 3.27 -1.24
O 2.25720 -2.70166 -3.61622 -2.46 0.60 2.51
S 0.59875 -3.22241 -3.55349 -2.14 -1.68 -0.44
O 0.54193 -4.77487 -3.71001 0.99 2.66 0.95
O -0.05942 -2.80317 -2.02432 2.53 -0.87 -1.55
C -1.53049 -2.83352 -2.03540 -3.13 -0.32 0.01
B -2.21119 -1.73150 -3.09559 -1.91 0.11 -1.79
O -2.79494 -0.44894 -2.61352 0.50 -2.48 0.21
O -2.31983 -1.97729 -4.56992 -0.35 -1.39 3.67
H 2.08464 -1.44448 -1.36612 -0.12 0.01 -1.34
H 0.94231 -0.52105 -3.27994 0.81 -1.03 0.47
H -1.95032 -3.91890 -2.28048 0.89 2.33 0.86
H -1.96556 -2.52554 -0.96840 1.18 -1.25 -1.94
H -3.59559 -0.63047 -2.00522 1.81 0.15 -1.05
H -2.57349 -2.96090 -4.67998 0.81 2.22 0.21
O -0.59062 1.10380 -1.49886 -0.10 -0.08 0.01
H -1.15735 0.38242 -1.87361 -0.90 0.10 -0.03
H -0.52401 1.03651 -0.51239 0.23 0.52 -0.22
H -0.91039 1.99858 -1.78004 0.37 -0.19 0.32
O -4.15252 -3.69336 -0.85288 0.57 1.79 -0.92
H -4.03866 -4.60599 -0.65957 0.13 -1.24 0.32
C -0.89554 4.12799 3.46841 -0.66 0.00 0.42
C -0.07514 3.66006 2.44073 -0.43 -0.76 2.50
C 0.25718 2.30571 2.37220 -1.01 -1.16 3.58
C -0.24364 1.42396 3.33992 -0.88 0.19 0.17
C -1.06117 1.89233 4.37711 0.24 -0.33 -0.41
C -1.38433 3.24941 4.43680 0.35 0.32 -0.62
N 0.08129 -0.00513 3.25879 0.05 -1.64 0.83
O 0.82294 -0.37736 2.33732 -1.07 0.59 0.71
O -0.40764 -0.75792 4.11336 0.83 1.40 -1.71
H -1.15650 5.18391 3.51444 0.12 -0.26 -0.18
H 0.30314 4.35121 1.69055 0.39 1.66 0.82
H 0.89756 1.95676 1.56504 1.26 -1.50 1.79
H -1.45270 1.21990 5.13757 0.38 -0.03 -0.23
H -2.02074 3.62224 5.23632 0.22 -0.10 -0.11
Be 4.04748 1.57522 -1.72225 -0.39 0.38 -0.19
O 2.21778 4.21241 -2.15819 -1.22 -0.69 1.38
H 2.87717 4.17587 -2.82684 1.09 -0.21 -0.99
Cl -0.45252 5.75568 0.83056 -0.44 0.93 -0.55
Na 2.54748 -5.50182 -4.23944 0.54 0.27 -0.14
N 3.14746 -0.01395 4.59223 0.20 -0.25 -0.09
O 3.26380 -1.25076 4.58936 0.01 -0.25 -0.02
O 3.81254 0.67423 3.80048 0.13 0.24 -0.34
O 2.36612 0.53440 5.38700 -0.52 0.27 0.19
Na 0.14748 -7.53402 -3.07440 -0.39 0.19 0.20
Cl 0.74748 3.09642 0.45386 0.94 0.51 -7.38

***

Entry 4:
43
Properties=species:S:1:pos:R:3:forces:R:3 method="wB97M-V/def2-TZVPD" spin_multiplicity=5 s2=6.029 e_above_lowest_ev=0.0000 total_charge=+1 homo_lumo_gap_ev="8.90 / 6.62" homo_ev="-13.09 / -13.77"
Ru 0.00639 0.14149 -0.69545 -0.31 0.23 0.14
N 1.55892 -0.46435 -2.60332 -0.06 -0.12 0.04
N 2.79458 0.04816 -2.17846 0.04 0.08 -0.22
C 2.84951 1.10060 -1.37973 -0.03 -0.02 0.10
N 4.02114 1.54895 -0.96635 -0.02 0.00 -0.04
S 1.39943 1.95119 -0.91897 0.27 -0.06 0.01
H 1.57635 -1.48266 -2.48813 0.03 0.01 0.02
H 1.41398 -0.22414 -3.57991 -0.03 0.03 0.02
H 3.61611 -0.52078 -2.34177 -0.02 -0.04 0.09
H 4.89308 1.12293 -1.24255 0.00 -0.02 0.01
H 4.05694 2.33005 -0.33215 0.00 0.00 0.00
N -3.25370 -0.09749 -1.90608 -0.03 0.01 0.01
C -2.72399 1.15537 -1.64352 0.01 -0.03 0.02
N -3.40463 2.25948 -1.79128 -0.02 0.01 0.02
N -2.56209 3.22704 -1.36920 0.05 0.01 -0.05
N -1.43856 2.72734 -1.00799 -0.04 0.03 0.00
N -1.49416 1.38400 -1.16388 0.03 -0.06 -0.08
C -2.69131 -1.23718 -1.53352 -0.05 0.02 0.07
N -3.30813 -2.44882 -1.60081 0.00 -0.03 0.00
N -2.48969 -3.27728 -1.05886 0.03 0.03 0.02
N -1.35284 -2.63452 -0.66263 0.00 -0.04 -0.06
N -1.47233 -1.36953 -0.96177 0.17 -0.03 -0.11
H -4.19232 -0.12869 -2.29473 -0.01 0.00 0.01
F 3.47704 -2.05905 -0.49379 0.03 0.01 0.01
B 2.19675 -2.49921 -0.24448 -0.04 0.01 0.00
F 1.42383 -1.15948 0.09081 0.03 0.04 -0.04
F 2.02865 -3.28162 0.82944 0.01 0.00 0.02
F 1.58224 -2.94616 -1.40977 0.00 0.06 -0.01
C -2.52885 -0.50072 2.31373 0.00 0.01 0.00
C -1.02996 -0.68871 2.27702 0.13 -0.05 0.05
O -0.38847 0.37464 1.53456 -0.16 -0.07 -0.06
C -0.05155 1.54791 2.31050 0.00 -0.01 0.04
C 1.36725 1.45867 2.82214 -0.01 -0.01 0.01
H -2.99178 -1.32345 2.85873 0.00 0.00 0.00
H -2.94608 -0.48527 1.30458 0.00 -0.01 0.00
H -2.80562 0.43082 2.80771 0.00 0.00 0.00
H -0.74253 -1.61940 1.78744 0.00 0.01 0.00
H -0.60032 -0.70646 3.28001 0.00 0.00 0.00
H -0.76352 1.61995 3.13429 -0.03 0.03 -0.03
H -0.20863 2.40715 1.65825 0.04 -0.01 -0.02
H 1.48857 0.61223 3.49816 0.01 0.00 0.00
H 1.62198 2.36893 3.36573 -0.01 0.00 0.01
H 2.06832 1.33806 1.99600 0.00 0.00 0.00

***

Entry 5:
30
Properties=species:S:1:pos:R:3:forces:R:3 method="wB97M-V/def2-TZVPD" smiles=BrCCBr.BrCCBr.NCCOCF homo_lumo_gap_ev=9.44 homo_ev=-8.94
N 0.68991 0.23383 -0.65718 -0.25 -0.05 0.09
C -0.10677 1.42852 -0.94804 0.14 0.05 -0.03
C -1.16700 1.83808 0.08918 0.14 0.13 0.05
O -2.51511 1.59014 -0.29780 0.07 -0.09 -0.02
C -2.82688 0.24318 -0.35770 0.06 -0.09 0.11
F -3.93328 0.11774 -1.15468 -0.13 0.00 -0.08
H 0.87809 0.17765 0.33914 0.11 0.04 -0.08
H 0.18615 -0.61086 -0.90225 0.02 -0.02 0.00
H -0.59801 1.29259 -1.91724 0.05 0.07 0.08
H 0.58886 2.26766 -1.06030 -0.09 -0.08 0.01
H -1.11758 2.91622 0.25742 -0.10 -0.10 -0.03
H -0.93936 1.35421 1.05151 -0.15 -0.02 -0.14
H -3.08870 -0.15969 0.63108 0.03 0.07 -0.03
H -2.03092 -0.35479 -0.81215 0.03 0.13 0.07
Br 0.55674 -3.64076 -0.49310 -0.03 0.04 0.01
C -0.95459 -4.70011 -1.10094 0.06 0.01 0.02
C -1.43365 -4.27272 -2.46330 -0.07 0.05 -0.03
Br -2.40365 -2.59006 -2.40395 0.03 -0.09 -0.05
H -1.72883 -4.59806 -0.34720 -0.01 -0.02 -0.01
H -0.60469 -5.72939 -1.12987 0.01 0.01 -0.02
H -2.13372 -5.00539 -2.85831 -0.01 0.00 0.01
H -0.61446 -4.13708 -3.16225 0.01 -0.03 0.01
Br 1.03518 2.25174 2.86769 0.09 -0.02 0.03
C 2.97570 2.27229 2.99723 -0.07 0.00 0.04
C 3.57766 3.36441 2.15407 0.04 -0.01 -0.09
Br 3.49594 2.93826 0.26172 -0.03 0.01 0.02
H 3.31383 1.28769 2.69046 0.03 0.00 0.01
H 3.20455 2.42984 4.04865 -0.01 0.03 -0.01
H 4.63191 3.48404 2.39313 0.00 -0.02 0.00
H 3.06268 4.31082 2.28499 0.02 0.01 0.03

***

Entry 6:
29
Properties=species:S:1:pos:R:3:forces:R:3 method="wB97M-V/def2-TZVPD" spin_multiplicity=2 s2=0.785 total_charge=+2 homo_lumo_gap_ev="8.99 / 10.01" homo_ev="-18.09 / -18.13"
Co 0.20409 0.50117 -0.29786 0.32 0.41 -0.32
C 3.07480 0.93603 0.66256 0.06 -0.03 -0.15
O 1.84156 0.17209 0.70861 -0.12 0.00 0.12
C 1.95737 -1.14024 1.30314 0.17 -0.05 0.11
C 0.56778 -1.54138 1.72523 -0.03 -0.01 -0.05
O -0.35714 -1.26292 0.65619 -0.32 0.03 0.17
C -0.57255 -2.28905 -0.33185 0.03 0.03 0.05
C 0.43888 -2.13945 -1.43849 0.03 -0.15 -0.15
O 0.46779 -0.73519 -1.78002 -0.16 -0.03 0.04
C 1.00401 -0.43466 -3.09485 0.16 0.03 0.03
H 3.50035 0.96768 1.66261 -0.01 0.01 0.03
H 2.82760 1.94249 0.33677 -0.03 -0.01 -0.02
H 3.77360 0.47567 -0.03345 0.00 -0.03 -0.01
H 2.60656 -1.08672 2.17780 0.04 0.09 -0.02
H 2.40641 -1.82053 0.58058 0.03 0.00 -0.01
H 0.23384 -0.93547 2.56502 -0.03 0.00 0.03
H 0.52741 -2.59201 2.01030 -0.04 -0.02 -0.03
H -1.57945 -2.12355 -0.70955 -0.04 0.00 0.01
H -0.52354 -3.27944 0.11922 0.01 0.01 0.05
H 0.12202 -2.71761 -2.30721 0.01 0.07 -0.06
H 1.44182 -2.45865 -1.15797 0.03 -0.01 -0.02
H 0.46846 -1.02858 -3.83140 -0.03 -0.01 0.00
H 2.06813 -0.66124 -3.12467 0.02 -0.02 0.02
H 0.83918 0.62216 -3.28497 0.00 0.01 0.04
Cl -1.49128 1.64896 -1.49064 -0.03 -0.14 0.08
C -1.44156 2.97469 -0.28813 -0.05 0.00 0.03
Cl -0.18311 2.50856 0.89769 -0.04 -0.15 0.05
H -2.39996 3.04160 0.21308 -0.02 -0.06 0.03
H -1.15377 3.89729 -0.77745 0.06 0.00 -0.04

***

Entry 7:
31
Properties=species:S:1:pos:R:3:forces:R:3 method="wB97M-V/def2-TZVPD" total_charge=+2 homo_lumo_gap_ev=6.20 homo_ev=-14.65
I -3.02076 -1.13995 -0.53805 0.77 -1.45 -0.10
I -3.15505 1.40597 -0.72865 1.08 1.70 -0.46
Lu 1.68077 0.39730 0.04429 -0.43 0.53 -3.99
P 0.10603 0.20936 -2.94163 1.23 -0.05 -1.98
C -1.21887 0.14809 -4.25384 -0.98 0.02 0.03
C 1.01840 1.62359 -3.77848 -0.15 -0.13 0.50
H 1.94694 -1.44899 -3.15007 -0.46 -0.20 -0.39
H 1.20388 -1.03887 -4.75510 -0.12 -0.23 0.70
H 0.28338 -2.11507 -3.59951 0.82 0.43 -0.08
C 0.99732 -1.26162 -3.68682 -0.09 0.17 0.59
H 1.99282 1.80573 -3.28342 -0.48 0.17 -0.35
H 1.18829 1.34997 -4.84168 -0.07 0.22 0.71
H -0.70925 0.19311 -5.25648 -0.27 -0.01 1.12
H -1.91812 1.00820 -4.18698 0.36 -0.60 0.02
H 0.34610 2.51108 -3.72402 0.71 -0.46 -0.03
H -1.78731 -0.80844 -4.21793 0.29 0.73 0.13
C -5.46954 0.19357 0.34522 -4.45 -0.58 4.33
O -6.13582 0.12345 1.30188 2.79 0.35 -3.72
Cl 3.85807 0.13187 -0.76487 -0.25 -0.01 0.28
C -0.50851 0.32444 4.23431 -1.16 1.34 0.64
N 0.85434 -0.21836 4.19440 -0.87 -0.30 -3.29
C 1.37694 -0.82552 5.41333 0.09 0.23 -0.20
C 1.52430 -0.39168 3.07322 -0.76 0.84 2.42
O 1.30597 0.13772 1.91293 -0.81 -0.83 2.81
H -0.77159 0.32163 5.30947 -0.20 0.03 -0.81
H -1.31006 -0.21432 3.66243 1.20 0.02 0.38
H -0.55357 1.39223 3.92027 0.31 -0.73 0.08
H 1.43875 -1.88973 5.29427 -0.06 -0.56 0.18
H 2.34627 -0.39668 5.53939 0.69 0.06 0.61
H 0.71088 -0.53677 6.20762 0.10 -0.15 0.39
H 2.37902 -0.99131 3.25449 1.17 -0.52 -0.49

***

Entry 8:
37
Properties=species:S:1:pos:R:3:forces:R:3 method="wB97M-V/def2-TZVPD" homo_lumo_gap_ev=5.52 homo_ev=-8.28
C 1.82096 -1.41267 1.22524 -0.30 1.01 -0.56
C 1.10683 -0.42305 0.24016 1.68 -0.16 0.04
O 0.26841 0.50310 0.97439 -1.51 -0.96 0.37
C -0.70315 1.07310 0.19485 1.04 0.37 1.83
O -0.49836 1.22715 -0.95275 -0.73 -0.01 -2.35
C -1.97238 1.49355 0.91619 -0.49 -0.30 0.05
C -3.01502 0.33696 0.91295 0.21 0.35 0.74
C -2.49446 -0.79844 1.85445 -0.23 0.85 -0.54
N -2.67241 -2.18224 1.35476 -0.87 -0.36 0.55
C -2.06979 -2.70043 0.28384 0.18 0.43 -0.97
N -1.27752 -3.75849 0.38008 -2.11 -1.08 -0.14
N -2.19350 -2.17902 -1.03291 0.51 0.89 1.23
H 1.50238 -1.18355 2.25553 0.21 -0.28 -0.34
H 1.59801 -2.45765 0.95062 0.16 0.41 0.29
H 2.89912 -1.21219 1.11606 -0.41 -0.39 0.32
H 1.86941 0.18057 -0.28220 -0.42 -0.38 -0.02
H 0.56909 -1.00650 -0.52846 -0.23 0.57 0.29
H -1.78312 1.74455 1.97475 0.09 0.14 -0.55
H -2.42252 2.33613 0.36899 0.44 -0.16 0.34
H -3.94429 0.74799 1.34750 0.32 -0.27 -0.30
H -3.26990 0.01433 -0.10540 0.27 0.05 0.34
H -3.01498 -0.67226 2.81720 0.16 -0.60 -0.42
H -1.41724 -0.66536 2.06572 -0.47 -0.07 -0.23
H -3.25544 -2.81106 1.90015 0.76 0.01 0.31
H -1.28440 -4.32391 -0.47000 0.60 0.25 0.04
H -1.46646 -4.31792 1.21174 0.85 0.21 0.17
H -1.69696 -1.27223 -1.00796 0.25 -0.32 -0.78
H -3.16947 -1.91083 -1.18049 0.17 -0.05 0.15
N 2.74494 3.28834 -2.01796 0.41 -0.28 0.19
S 3.04905 1.95317 -2.80175 -0.71 -1.70 -1.56
O 3.45010 0.82140 -2.01119 0.05 0.41 0.40
O 3.64720 2.07679 -4.09230 0.26 0.45 0.31
F 1.55157 1.54838 -3.18546 -0.16 0.51 0.36
S 4.04054 3.95012 -1.41449 1.36 1.14 1.21
O 3.74219 4.95817 -0.44488 -0.83 -0.14 -0.38
O 5.10824 4.24206 -2.31750 -0.41 -0.34 -0.37
F 4.65333 2.79196 -0.49946 -0.11 -0.19 -0.05

***

E_tot for the records above, in order: -276.17327 -1086.95719 -3462.35053 -1925.90746 -10802.20919 -2804.51658 -3113.47152 -1942.79921 Ha